Entry from the OMol25 dataset: the molecule C5H6O2 at a distorted geometry (ωB97M-V with the def2-TZVPD basis set).

Positions of all 13 atoms, in Å:
C  -0.6002  0.9612  -1.4536
C  -0.1181  0.3854  -0.1567
C  1.0748  -0.9188  0.0460
C  -0.3124  -0.8416  0.5942
C  -0.1853  -0.0135  1.8606
O  0.0620  -0.1303  3.0160
O  0.0131  1.1868  0.9975
H  0.1265  1.6830  -1.8400
H  -1.5752  1.4709  -1.4032
H  -0.6712  0.1329  -2.1614
H  1.9062  -0.4229  0.5286
H  1.3654  -1.9088  -0.3734
H  -1.0043  -1.6137  0.3000

Its SMILES is C[C@]12C[C@H]1C(=O)O2. The molecular weight comes out at 98.10 g/mol. The value obtained for the orbital gap is 9.870 eV. The value obtained for the lowest unoccupied orbital energy is 0.867 eV. Its HOMO energy is -0.331 Ha.

Entry from the OMol25 dataset: a structure of composition C44H53As2BCl3N10O2PbS at a distorted geometry (ωB97M-V with the def2-TZVPD basis set).

Positions of all 117 atoms, in Å:
Pb  0.8419  -0.0004  -1.5224
C  2.5148  4.1325  0.0319
C  1.6728  3.2461  -0.6193
N  2.2705  2.0226  -0.6174
N  3.4772  2.2038  0.0281
C  3.5916  3.4254  0.4349
B  4.2626  0.9837  0.5349
N  4.2262  -0.2505  -0.3638
C  5.2802  -0.9392  -0.7463
C  4.8532  -2.0810  -1.4202
C  3.4858  -2.0053  -1.3101
N  3.1183  -0.8875  -0.7678
N  4.0080  0.6348  2.0291
C  3.8412  -0.5515  2.6501
C  3.7450  -0.3356  3.9938
C  3.8321  1.1409  4.1085
N  4.0394  1.6459  2.8768
N  5.7861  1.4462  0.4557
C  6.3818  1.9971  -0.6188
C  7.7512  1.9263  -0.4039
C  7.8511  1.3820  0.8648
N  6.6874  1.0366  1.3667
H  2.3007  5.1793  0.2550
H  0.9039  3.4030  -1.3510
H  4.4594  3.7632  1.0094
H  6.3231  -0.7433  -0.4751
H  5.4179  -2.9673  -1.6710
H  2.7267  -2.7624  -1.6318
H  3.9092  -1.4689  2.0242
H  3.3276  -0.7827  4.7702
H  3.5308  1.7930  4.9824
H  5.7928  2.3736  -1.4272
H  8.4587  2.5715  -0.9564
H  8.8307  1.0795  1.4368
C  -1.0742  3.7014  -3.0672
As  -1.6196  2.2597  -1.9896
C  -3.2213  1.7296  -2.9348
C  -2.5837  2.7892  -0.3358
C  -3.7717  3.3017  -0.6148
C  -4.7508  3.3924  0.5008
C  -4.4986  3.1272  1.8149
C  -3.3460  2.6242  2.0446
C  -2.2484  2.4673  1.0705
As  -0.6240  1.5992  1.2799
C  0.0238  2.9585  2.7599
C  -1.0717  0.0226  2.5259
H  -0.5574  2.2503  -9.7388
H  -1.9816  4.1724  -3.1659
H  -0.1310  3.4716  -3.4548
H  -2.9438  1.9708  -3.9073
H  -5.8927  4.5165  -1.6802
H  -3.7145  2.5842  -2.8364
H  -4.0007  3.7838  -1.5776
H  -5.7073  3.6311  0.2812
H  -5.1822  3.2127  2.6604
H  -3.0888  2.2682  3.0693
H  0.7904  2.1854  3.1376
H  -0.2585  2.9204  4.0842
H  0.2805  3.7701  2.2654
H  -2.6520  0.2174  1.8373
H  -1.1889  0.3125  3.5460
H  -1.0319  -0.9501  2.0172
N  -4.1827  -0.0212  0.2413
C  -3.9680  -1.1314  0.5371
H  -3.8810  0.5239  -2.9945
C  2.6275  -0.4548  -7.2058
C  1.4486  -0.0477  -6.4459
C  0.4741  -1.1132  -6.5356
C  0.7997  1.0937  -7.1691
C  1.5839  0.3918  -4.9680
C  1.3204  0.3891  -3.7588
H  2.4791  -0.3782  -8.2030
H  3.2646  -1.3150  -7.0074
H  3.6199  0.6801  -7.3251
H  0.0335  -1.3330  -7.7428
H  -0.7401  -1.0922  -6.1319
H  0.8163  -2.0130  -6.1949
H  0.7135  1.2397  -8.1835
H  1.4264  2.0247  -7.1711
H  -0.1449  1.3396  -6.7865
Cl  -1.2342  -4.8374  -0.5200
C  -0.4829  -4.5955  -2.1497
Cl  -1.6674  -5.0674  -3.2927
Cl  0.9031  -5.6787  -2.3180
C  0.0243  -3.0796  -2.2667
O  -0.2585  -2.4166  -3.1476
O  0.7734  -2.7724  -1.2204
S  -0.1141  -4.3020  2.1470
C  0.3858  -4.1888  3.7927
C  1.0640  -3.0620  4.0080
N  1.2375  -2.2053  2.9148
C  0.7111  -2.7877  1.9248
H  0.2144  -5.0078  4.4614
H  1.6052  -2.7689  4.9278
H  0.7920  -2.4959  0.7098
C  -6.2673  -1.9338  2.0004
C  -4.7682  -2.4796  2.3375
C  -5.0177  -4.2031  2.7284
C  -3.9325  -2.4728  1.0901
C  -4.2754  -2.0367  3.7444
C  -4.7900  -0.9314  4.2943
C  -4.2246  -0.2691  5.3923
C  -2.8580  -0.4421  5.6225
C  -2.2003  -1.5574  4.9267
C  -2.9435  -2.3764  4.0763
H  -6.5061  -2.2922  1.0087
H  -5.7776  -0.9648  1.7397
H  -6.6928  -2.3206  3.0846
H  -5.1417  -4.5181  1.7225
H  -6.0272  -4.3971  3.5697
H  -4.0237  -4.5026  3.4592
H  -3.8094  -3.3633  0.5803
H  -5.7113  -0.4313  3.9427
H  -4.5755  0.5359  6.0173
H  -1.9605  0.3118  5.8119
H  -1.1624  -1.7387  5.0602
H  -2.4321  -3.0356  3.3217

The molecular weight comes out at 1260.26 g/mol. The value obtained for the orbital gap (alpha / beta) is 3.995 / 4.062 eV. The value obtained for the lowest unoccupied orbital energy (alpha / beta) is 2.697 / 2.763 eV. Its HOMO energy (alpha / beta) is -0.048 / -0.048 Ha. Its net charge is -2. Its multiplicity is 2.

Entry from the OMol25 dataset: a structure of composition C5H10CeO3 at a distorted geometry (ωB97M-V with the def2-TZVPD basis set).

Positions of all 19 atoms, in Å:
C  2.3707  -1.6403  -0.5850
O  2.4785  -0.2949  -0.1864
C  1.6262  0.6409  -0.8291
H  2.5385  -2.2434  0.3159
H  1.3946  -1.9041  -1.0212
H  3.1407  -1.8775  -1.3418
H  1.7354  1.6519  -0.4109
H  0.9270  0.2247  -1.5771
Ce  4.1157  1.0861  -2.3695
O  -4.3971  -0.3102  1.2836
C  -3.3203  0.2240  1.3841
C  -2.5338  0.7154  0.1851
O  -1.3126  1.3085  0.5464
C  -0.2348  0.4681  0.7079
H  -2.8595  0.4300  2.3783
H  -3.1412  1.4810  -0.3218
H  -2.3933  -0.1227  -0.5189
H  0.3512  0.7607  1.5841
H  -0.4859  -0.5985  0.7762

The molecular weight comes out at 258.25 g/mol. The value obtained for the orbital gap (alpha / beta) is 5.937 / 5.768 eV. The value obtained for the lowest unoccupied orbital energy (alpha / beta) is -8.866 / -8.970 eV. Its HOMO energy (alpha / beta) is -0.544 / -0.542 Ha. Its net charge is +2. Its multiplicity is 3.

Entry from the OMol25 dataset: the molecule C5H5BrClNO2S at a distorted geometry (ωB97M-V with the def2-TZVPD basis set).

Positions of all 16 atoms, in Å:
C  -0.9249  -1.8042  -1.7704
C  -1.0787  -0.3983  -2.0080
C  -0.1894  -2.3085  -0.8169
C  -0.4293  0.4254  -1.1364
C  1.1039  1.7678  1.7484
N  0.4315  0.0234  -0.2523
O  -0.9775  0.1144  1.8181
O  1.2588  -0.8816  1.8576
S  0.3868  0.1539  1.3702
Cl  0.5743  -3.0694  0.3386
Br  -0.7444  2.3137  -1.3466
H  -1.4350  -2.4791  -2.4477
H  -1.6852  -0.0397  -2.8206
H  1.5621  1.6862  2.7244
H  1.8361  1.9932  0.9887
H  0.3107  2.5029  1.7531

The molecular weight comes out at 258.52 g/mol. The value obtained for the orbital gap is 6.962 eV. The value obtained for the lowest unoccupied orbital energy is -1.488 eV. Its HOMO energy is -0.311 Ha.

Entry from the OMol25 dataset: a structure of composition C28H27AsN8OPb at a distorted geometry (ωB97M-V with the def2-TZVPD basis set).

Positions of all 66 atoms, in Å:
Pb  0.8642  -0.4606  -1.7366
N  -0.1346  -4.2960  -4.0450
C  -0.6289  -3.2995  -3.3060
N  0.3527  -2.4485  -3.0257
C  1.4455  -2.9910  -3.6589
N  1.1505  -4.1125  -4.2666
C  2.7478  -2.3701  -3.6487
C  3.8621  -2.9787  -4.2591
N  5.0229  -2.3885  -4.2144
C  5.1818  -1.2372  -3.6084
C  4.0822  -0.6155  -3.0089
N  2.8832  -1.1859  -3.0387
H  -0.5939  -5.1195  -4.4298
H  -1.6568  -3.2057  -3.0102
H  3.7815  -3.9293  -4.7712
H  6.1769  -0.8095  -3.6032
H  4.1909  0.3372  -2.5144
C  1.5758  -0.3484  6.7613
C  2.5059  -0.2847  5.7387
C  2.0719  -0.3458  4.4185
C  0.7210  -0.4588  4.1631
C  -0.2349  -0.5193  5.1737
C  0.2273  -0.4465  6.4839
As  -0.1348  -0.4773  2.3681
C  -1.1053  1.1581  2.0071
C  -0.3524  2.3259  1.8165
C  -0.9942  3.5271  1.5826
C  -2.3856  3.5789  1.5676
C  -3.1310  2.4278  1.7978
C  -2.5043  1.2065  1.9723
C  -1.2009  -2.0350  2.0237
C  -0.8831  -3.2354  2.6800
C  -1.6027  -4.3799  2.3991
C  -2.6150  -4.3483  1.4439
C  -2.9179  -3.1656  0.7705
C  -2.1905  -2.0209  1.0248
H  1.9177  -0.3373  7.7905
H  3.5601  -0.1968  5.9523
H  2.8087  -0.3120  3.6274
H  -1.2993  -0.6067  4.9765
H  -0.5014  -0.4731  7.2859
H  0.7323  2.2857  1.8598
H  -0.4211  4.4293  1.4315
H  -2.8935  4.5172  1.3934
H  -4.2103  2.4813  1.8438
H  -3.1036  0.3206  2.1435
H  -0.0884  -3.2593  3.4176
H  -1.3687  -5.3018  2.9094
H  -3.1508  -5.2558  1.2076
H  -3.7206  -3.1559  0.0479
H  -2.3964  -1.1203  0.4550
C  -1.2466  5.2471  -3.1923
N  -0.8612  3.8894  -2.8928
C  -1.8314  2.8207  -2.9435
C  -0.9708  1.6416  -2.5947
O  -1.2880  0.4480  -2.4716
N  0.2849  2.0438  -2.3790
C  0.3331  3.4007  -2.5730
N  1.4236  4.1322  -2.4235
H  -1.8456  5.2596  -4.1010
H  -0.3895  5.8922  -3.3608
H  -1.8525  5.6556  -2.3821
H  -2.2862  2.7336  -3.9371
H  -2.6437  2.9457  -2.2196
H  2.3245  3.7118  -2.2734
H  1.4086  5.1184  -2.6433

The molecular weight comes out at 773.70 g/mol. The value obtained for the orbital gap (alpha / beta) is 4.111 / 4.110 eV. The value obtained for the lowest unoccupied orbital energy (alpha / beta) is -15.072 / -15.073 eV. Its HOMO energy (alpha / beta) is -0.705 / -0.705 Ha. Its net charge is +4.